Below is a single C8H6O3 molecule in a non-equilibrium geometry, with properties calculated with ωB97M-V/def2-TZVPD.

Max |F| in eV/A: 10.7
Energy above the lowest of the compared OMol25 structures with the same formula, charge and spin in kcal per mole: 89.3
LUMO energy in Ha: 0.030
Orbital gap in eV: 9.630
SMILES string: O=Cc1ccc2c(c1)OCO2

The geometry in XYZ format:
```
17
Properties=species:S:1:pos:R:3:forces:R:3
O -3.49660 -1.42399 0.24585 -1.3 -1.6 -0.7
C -2.88544 -0.56249 0.74903 1.5 3.8 1.2
C -1.38394 -0.32515 0.56579 -1.1 -0.3 1.0
C -0.55539 -0.54737 1.63968 2.9 2.9 -9.5
C 0.82605 -0.22368 1.46216 -1.0 -4.5 9.7
C 1.23518 0.15518 0.34465 4.2 2.3 -7.1
C 0.37539 0.33720 -0.78135 6.5 2.0 -0.1
C -0.90476 0.21384 -0.65219 -3.6 -1.5 -1.6
O 1.18873 0.85213 -1.83768 -0.7 -1.6 1.1
C 2.56753 0.86032 -1.35044 1.1 3.0 -2.4
O 2.60777 0.43692 -0.06045 -2.3 -1.0 1.9
H -3.35818 0.34998 1.36906 0.3 -1.8 -0.8
H -0.81240 -0.66241 2.51622 -3.1 -1.9 8.5
H 1.42330 -0.62210 2.48718 -0.9 1.8 -3.3
H -1.49732 0.26288 -1.58029 -0.2 0.2 0.8
H 3.34965 0.26350 -1.98915 -1.9 0.8 0.8
H 2.84800 2.04058 -1.44871 -0.3 -2.6 0.3
```
Forces are in eV/Å.

Atomic partial charges in e from the Mulliken method, atoms 1 to 5: -0.38, -0.15, 0.44, -0.78, -0.28